Formula: C5H11O6
Source: OMol25
Level of theory: ωB97M-V with the def2-TZVPD basis set

XYZ file:
```
22
Properties=species:S:1:pos:R:3
H 4.703 0.043 0.607
O 4.102 -0.367 -0.031
O 2.836 -0.572 0.732
C 1.797 -0.652 -0.115
C 0.406 -0.883 0.348
C -0.561 0.244 -0.100
C -0.703 0.304 -1.612
C -1.926 -0.021 0.530
O -2.458 -1.239 0.073
O -0.121 1.504 0.347
O -1.111 2.518 -0.092
H -0.721 3.357 0.189
O 0.359 -1.057 1.761
H 2.031 -0.566 -1.163
H 0.026 -1.828 -0.076
H -1.019 -0.657 -2.015
H -1.448 1.051 -1.877
H 0.233 0.601 -2.076
H -1.814 -0.051 1.619
H -2.610 0.794 0.269
H -3.278 -1.470 0.560
H 1.276 -1.052 2.122
```

Output
- multiplicity = 2
- ⟨S²⟩ = 0.754
- LUMO (spin up / spin down) (eV) = 0.564 / 0.582
- E_HOMO (spin up / spin down) (eV) = -6.93 / -9.64



Formula: C6H11N5PSr
Source: OMol25
Level of theory: ωB97M-V with the def2-TZVPD basis set

XYZ file:
```
24
Properties=species:S:1:pos:R:3
C -0.438 -0.454 -1.984
C -0.969 -1.372 -2.921
C 0.007 -2.383 -3.181
C 1.176 -2.105 -2.417
C 0.947 -0.934 -1.650
Sr 0.546 1.818 0.619
P 0.104 4.753 -0.029
H -0.920 0.447 -1.588
H -1.958 -1.314 -3.372
H -0.119 -3.226 -3.858
H 1.661 -0.432 -0.988
H 2.097 -2.684 -2.408
H -0.848 5.698 0.470
H -0.062 5.092 -1.417
H 1.258 5.581 0.197
N -1.079 -0.458 4.179
N -0.227 -0.744 3.123
N -0.225 -2.011 2.588
C 0.209 -1.765 1.349
N 0.345 -0.462 1.066
N -0.040 0.200 2.209
H -0.850 0.466 4.531
H -1.028 -1.193 4.874
H 0.416 -2.520 0.609
```

Output
- LUMO (spin up / spin down) (eV) = 2.226 / 2.592
- charge = -1
- E_HOMO (spin up / spin down) (eV) = -2.17 / -1.42



Formula: C2H5NO2
Source: OMol25
Level of theory: ωB97M-V with the def2-TZVPD basis set

XYZ file:
```
10
Properties=species:S:1:pos:R:3
C 0.781 -0.223 0.985
N -0.124 -0.437 -0.174
O -1.401 -0.780 0.169
C -0.103 0.524 -1.200
O 0.877 0.640 -1.852
H 0.133 -0.142 1.849
H 1.482 0.551 0.617
H 1.346 -1.145 1.176
H -1.937 -0.065 -0.053
H -1.053 1.077 -1.518
```

Output
- LUMO (eV) = 0.744
- E_HOMO (eV) = -9.30



Formula: C22H34EuN2O6P2
Source: OMol25
Level of theory: ωB97M-V with the def2-TZVPD basis set

XYZ file:
```
67
Properties=species:S:1:pos:R:3
P 1.289 -1.306 -3.822
P 3.323 -2.035 -0.296
C 2.918 -1.543 -3.059
C 3.039 -2.634 -1.995
H 3.285 -0.564 -2.712
H 3.575 -1.814 -3.902
H 2.128 -3.255 -1.934
H 3.878 -3.301 -2.244
C 4.442 -0.641 -0.152
H 4.294 -0.140 0.815
H 4.329 0.095 -0.956
H 5.475 -1.014 -0.178
C 3.941 -3.402 0.686
H 4.994 -3.586 0.422
H 3.358 -4.315 0.493
H 3.894 -3.153 1.756
C 1.407 0.308 -4.607
H 0.429 0.806 -4.599
H 1.728 0.168 -5.649
H 2.161 0.929 -4.101
C 1.228 -2.582 -5.117
H 1.454 -3.581 -4.703
H 1.995 -2.333 -5.870
H 0.228 -2.597 -5.583
Eu 0.243 2.285 0.522
C 0.685 -2.776 0.155
C 1.589 -1.664 0.089
C 1.124 -0.429 -0.774
C -0.132 -0.517 -1.615
C -0.220 -1.548 -2.827
C -0.674 -2.915 -2.576
C -1.223 -3.427 -1.319
C -0.761 -2.777 0.051
C -1.568 2.396 -1.052
H 1.124 -3.727 0.454
H 1.769 -1.289 1.131
H 1.943 -0.042 -1.385
H 1.033 0.306 0.059
H -1.000 -0.639 -0.970
H -0.328 0.498 -1.998
H -0.958 -1.078 -3.517
H -0.834 -3.543 -3.490
H -0.879 -4.474 -1.257
H -2.326 -3.532 -1.250
H -1.277 -1.831 0.270
H -1.147 -3.432 0.850
H -2.410 2.345 -0.327
H -1.815 1.783 -1.930
H -1.436 3.450 -1.374
O -0.475 3.709 2.204
C -1.319 2.837 2.651
O -1.281 1.610 2.273
C -2.354 3.331 3.596
C -2.110 4.486 4.350
C -3.050 4.903 5.325
C -4.268 4.226 5.477
C -4.516 3.115 4.659
C -3.557 2.638 3.737
N -5.804 2.481 4.728
O -6.652 2.933 5.528
O -6.013 1.504 3.976
N -2.734 6.001 6.196
O -1.644 6.592 6.056
O -3.568 6.323 7.070
H -1.202 5.064 4.206
H -4.994 4.550 6.224
H -3.771 1.766 3.129
```

Output
- multiplicity = 8
- ⟨S²⟩ = 15.788
- LUMO (spin up / spin down) (eV) = -1.055 / -1.056
- E_HOMO (spin up / spin down) (eV) = -3.38 / -5.01



Formula: C34H53IrN2OS3
Source: OMol25
Level of theory: ωB97M-V with the def2-TZVPD basis set

XYZ file:
```
94
Properties=species:S:1:pos:R:3
Ir 0.633 0.018 -0.811
C 1.873 1.433 0.067
C 1.271 1.268 1.387
C -0.096 1.772 1.271
C -0.251 2.186 -0.078
C 0.955 2.106 -0.814
C 1.350 2.870 -2.066
C 2.260 4.027 -1.605
C 2.127 1.956 -3.016
C 0.119 3.431 -2.776
C -1.256 1.894 2.230
C -2.387 2.728 1.601
C -0.878 2.578 3.557
C -1.831 0.471 2.458
C 2.103 0.776 2.530
C 1.397 -0.111 3.563
C 3.315 -0.019 2.015
C 2.638 2.076 3.210
H 2.934 1.379 -0.122
H -1.161 2.609 -0.478
H 3.160 3.661 -1.105
H 1.734 4.699 -0.922
H 2.570 4.607 -2.475
H 3.078 1.629 -2.588
H 2.346 2.492 -3.941
H 1.534 1.078 -3.286
H -0.386 4.187 -2.169
H -0.594 2.638 -3.021
H 0.423 3.913 -3.705
H -2.055 3.737 1.337
H -3.184 2.832 2.335
H -2.821 2.246 0.720
H -0.459 3.571 3.376
H -0.175 2.020 4.163
H -1.786 2.705 4.145
H -2.117 0.015 1.507
H -2.720 0.568 3.085
H -1.128 -0.195 2.951
H 0.978 -0.995 3.094
H 0.614 0.394 4.115
H 2.141 -0.434 4.292
H 2.995 -0.826 1.352
H 3.829 -0.460 2.868
H 4.044 0.603 1.492
H 1.837 2.689 3.618
H 3.216 2.684 2.510
H 3.295 1.772 4.026
C -4.823 1.427 -2.935
C -3.323 1.701 -3.119
S -2.403 0.584 -2.030
C -2.581 -1.004 -2.924
C -3.339 -2.082 -2.102
S -3.423 -1.731 -0.325
C -5.185 -1.359 -0.079
C -5.900 -0.431 -1.067
S -5.278 1.275 -1.171
H -5.116 0.508 -3.440
H -5.403 2.247 -3.356
H -3.060 2.704 -2.780
H -3.000 1.583 -4.153
H -1.571 -1.322 -3.169
H -3.096 -0.803 -3.862
H -2.857 -3.052 -2.211
H -4.361 -2.180 -2.460
H -5.214 -0.941 0.928
H -5.720 -2.310 -0.061
H -6.933 -0.359 -0.731
H -5.914 -0.847 -2.072
C 3.099 -4.779 0.749
N 1.987 -3.911 1.159
N 1.501 -2.866 0.403
C 0.408 -2.336 1.035
O -0.211 -1.287 0.577
C 0.197 -3.081 2.187
C 1.191 -4.046 2.231
C 1.446 -5.095 3.256
C 2.089 -2.312 -0.753
C 1.190 -2.010 -1.800
C 1.726 -1.543 -3.032
C 3.081 -1.342 -3.171
C 3.941 -1.600 -2.095
C 3.456 -2.076 -0.888
H 3.281 -4.666 -0.315
H 2.823 -5.812 0.942
H 4.004 -4.538 1.302
H -0.602 -2.941 2.897
H 0.752 -4.985 4.086
H 2.466 -5.028 3.637
H 1.317 -6.094 2.834
H 0.184 -2.421 -1.753
H 1.066 -1.411 -3.882
H 3.485 -1.005 -4.118
H 5.006 -1.427 -2.205
H 4.130 -2.272 -0.064
```

Output
- multiplicity = 2
- ⟨S²⟩ = 0.773
- LUMO (spin up / spin down) (eV) = -11.434 / -11.332
- charge = +3
- E_HOMO (spin up / spin down) (eV) = -14.99 / -14.92



Formula: C19H16F2GaN5PSe2
Source: OMol25
Level of theory: ωB97M-V with the def2-TZVPD basis set

XYZ file:
```
46
Properties=species:S:1:pos:R:3
Ga -1.261 -0.607 -1.528
Se 1.321 -0.427 -1.652
P 1.096 -0.572 0.506
Se -1.068 -0.809 0.863
C 2.000 -1.976 1.168
C 2.090 -3.153 0.428
C 2.723 -4.256 0.976
C 3.256 -4.187 2.256
C 3.159 -3.016 2.995
C 2.531 -1.905 2.455
C 1.727 0.889 1.350
C 0.930 1.676 2.173
C 1.483 2.781 2.808
C 2.819 3.095 2.616
C 3.614 2.309 1.789
C 3.072 1.206 1.155
H 1.673 -3.201 -0.571
H 2.802 -5.169 0.402
H 3.752 -5.050 2.680
H 3.577 -2.966 3.992
H 2.463 -0.990 3.029
H -0.112 1.427 2.321
H 0.868 3.392 3.454
H 3.247 3.956 3.113
H 4.656 2.557 1.641
H 3.692 0.593 0.511
N -5.608 -0.269 -1.202
C -4.574 -1.109 -1.123
N -3.469 -0.425 -1.330
C -3.904 0.842 -1.548
N -5.203 0.983 -1.478
C -2.920 1.873 -1.861
C -3.231 3.210 -2.052
N -2.297 4.106 -2.341
C -1.049 3.669 -2.440
C -0.714 2.336 -2.247
N -1.654 1.437 -1.961
H -6.591 -0.469 -1.097
H -4.653 -2.167 -0.934
H -4.256 3.548 -1.965
H -0.281 4.394 -2.677
H 0.306 1.982 -2.307
F -2.754 -2.420 -3.143
C -1.442 -2.071 -2.917
F -0.822 -3.189 -2.418
H -0.993 -1.860 -3.891
```

Output
- LUMO (eV) = -3.867
- charge = +1
- E_HOMO (eV) = -11.69



Formula: C22H24N2O7S
Source: OMol25
Level of theory: ωB97M-V with the def2-TZVPD basis set

XYZ file:
```
56
Properties=species:S:1:pos:R:3
C 2.069 0.565 3.819
C 2.098 -0.061 2.433
O 1.043 0.448 1.618
C 1.266 1.588 0.970
O 2.316 2.186 0.980
C 0.083 2.024 0.180
C 0.240 3.065 -0.734
C -0.816 3.456 -1.536
C -2.033 2.797 -1.440
C -2.186 1.776 -0.519
S -3.760 0.904 -0.474
O -4.444 1.180 0.761
O -4.436 1.223 -1.700
N -3.321 -0.686 -0.452
C -3.832 -1.563 0.578
C -2.953 -1.580 1.831
O -2.726 -0.300 2.369
C -2.718 -1.221 -1.653
C -1.270 -1.556 -1.413
C -0.261 -0.698 -1.680
C 1.092 -0.983 -1.320
C 2.137 -0.073 -1.527
C 3.423 -0.384 -1.126
O 4.504 0.419 -1.262
C 4.305 1.753 -1.677
C 3.674 -1.633 -0.528
C 2.662 -2.534 -0.320
C 1.355 -2.218 -0.704
N 0.319 -3.088 -0.498
C -1.002 -2.858 -0.805
O -1.841 -3.715 -0.580
C -1.149 1.387 0.305
H 1.093 0.416 4.274
H 2.829 0.105 4.444
H 2.267 1.632 3.750
H 3.056 0.135 1.940
H 1.921 -1.138 2.482
H 1.201 3.552 -0.802
H -0.692 4.263 -2.242
H -2.870 3.053 -2.070
H -3.898 -2.577 0.180
H -4.833 -1.213 0.851
H -1.970 -2.003 1.600
H -3.439 -2.223 2.579
H -3.477 0.271 2.135
H -3.253 -2.126 -1.961
H -2.824 -0.457 -2.425
H -0.467 0.243 -2.173
H 1.905 0.870 -1.995
H 5.291 2.214 -1.659
H 3.644 2.280 -0.983
H 3.901 1.803 -2.693
H 4.687 -1.856 -0.234
H 2.867 -3.486 0.145
H 0.521 -3.989 -0.078
H -1.295 0.609 1.037
```

Output
- LUMO (eV) = -0.092
- E_HOMO (eV) = -8.20



Formula: C4H7NO2
Source: OMol25
Level of theory: ωB97M-V with the def2-TZVPD basis set

XYZ file:
```
14
Properties=species:S:1:pos:R:3
C -1.279 -0.160 1.025
C -0.008 -0.881 1.258
O 0.069 -1.912 1.958
N 0.998 -0.481 0.373
C 0.878 0.640 -0.508
C 0.162 0.457 -1.905
O -0.881 1.056 -2.250
H -0.984 0.806 1.252
H -2.051 -0.662 1.651
H -1.602 -0.157 -0.115
H 1.880 -0.956 0.502
H 1.926 1.013 -0.612
H 0.299 1.465 -0.036
H 0.592 -0.229 -2.594
```

Output
- LUMO (eV) = 0.247
- E_HOMO (eV) = -9.82